No. 1
Here is a structure of composition C67H54CdN2P2Se2SiTe from the OMol25 dataset. Energies are from ωB97M-V with the def2-TZVPD basis set.

Structure (ORCA input):
```
! RIJCOSX wB97M-V def2-TZVPD def2/J DEFGRID3
* xyz 0 1
Cd 0.13713 0.99962 -0.71623
C -0.57202 4.45174 0.61821
Si 0.32883 2.82561 0.96699
C 2.15218 3.31736 1.28600
C 2.46495 4.67352 1.43924
C 3.76874 5.11940 1.58007
C 4.81283 4.20628 1.56939
C 4.53152 2.85956 1.42839
C 3.22092 2.40723 1.29262
P 2.87663 0.61007 1.09371
C 3.51584 -0.05429 2.67317
C 3.52515 0.69765 3.84492
C 3.93688 0.13020 5.04286
C 4.36484 -1.18733 5.08029
C 4.35516 -1.94498 3.91638
C 3.91171 -1.39020 2.72913
C 4.20070 0.12287 -0.08558
C 5.50042 -0.22668 0.28166
C 6.43978 -0.56490 -0.67863
C 6.09912 -0.55415 -2.02478
C 4.81153 -0.20798 -2.40265
C 3.87050 0.11887 -1.43859
C -0.33486 2.29210 2.68951
C -0.03630 3.14662 3.75795
C -0.52261 2.92951 5.03393
C -1.34449 1.83787 5.28185
C -1.65280 0.97368 4.24912
C -1.14644 1.18050 2.96366
P -1.54348 -0.01990 1.63813
C -3.30743 -0.38105 1.99159
C -3.78592 -1.62324 2.38968
C -5.14880 -1.83419 2.55384
C -6.05043 -0.80714 2.32806
C -5.58122 0.44429 1.94713
C -4.22402 0.65140 1.77905
C -0.74382 -1.57135 2.16011
C -0.06957 -1.74380 3.36396
C 0.48443 -2.97637 3.68118
C 0.39182 -4.03512 2.79237
C -0.26115 -3.86446 1.57859
C -0.82416 -2.64023 1.26575
H -0.52005 5.14635 1.45596
H -0.16651 4.93882 -0.26753
H -1.62790 4.25426 0.42871
H 1.67135 5.40619 1.42559
H 3.97073 6.17743 1.69071
H 5.83651 4.54030 1.66914
H 5.34825 2.14832 1.41636
H 3.21010 1.73274 3.82514
H 3.93465 0.72635 5.94569
H 4.70216 -1.62345 6.01097
H 4.67512 -2.97854 3.93774
H 3.88017 -1.99973 1.83313
H 5.78192 -0.25090 1.32612
H 7.43986 -0.83890 -0.37444
H 6.83214 -0.82614 -2.77151
H 4.52693 -0.21247 -3.44671
H 2.85256 0.34413 -1.74353
H 0.59908 4.00704 3.58335
H -0.26929 3.61241 5.83472
H -1.73836 1.66245 6.27352
H -2.29277 0.11906 4.43916
H -3.09397 -2.43843 2.56318
H -5.50350 -2.80777 2.86405
H -7.11101 -0.97494 2.45489
H -6.27607 1.25761 1.78289
H -3.86650 1.63645 1.50139
H 0.01905 -0.92464 4.06626
H 1.00100 -3.09855 4.62225
H 0.83339 -4.99149 3.03987
H -0.31948 -4.67847 0.86916
H -1.31789 -2.50705 0.31081
Se -0.76864 2.96170 -4.66763
Se 0.58889 1.20774 -4.04949
C 2.19857 2.17126 -3.57576
C 3.28822 2.08584 -4.43114
C 4.47125 2.69436 -4.04146
C 4.50445 3.36837 -2.83495
C 3.35457 3.40037 -2.05945
N 2.22091 2.80034 -2.41046
C -2.03939 2.96425 -3.21667
C -3.21121 3.68646 -3.44261
C -4.18230 3.67422 -2.46440
C -3.95797 2.94091 -1.30367
C -2.76178 2.26515 -1.18231
N -1.80843 2.27661 -2.11766
H 3.20475 1.55570 -5.36866
H 5.34771 2.64234 -4.67259
H 5.40205 3.85623 -2.48639
H 3.34606 3.91588 -1.11005
H -3.36026 4.21184 -4.37683
H -5.11135 4.20745 -2.61170
H -4.69959 2.88057 -0.52144
H -2.54583 1.66112 -0.30806
Te -2.45569 -0.86412 -2.65447
C -4.34428 -0.09341 -3.23330
C -5.44535 -0.15760 -2.38549
C -6.64441 0.43251 -2.75049
C -6.74679 1.11802 -3.95312
C -5.64936 1.19754 -4.79464
C -4.45426 0.58744 -4.43999
C -3.12333 -2.80052 -2.14474
C -3.66092 -3.03641 -0.88439
C -4.06629 -4.31355 -0.52677
C -3.92315 -5.36394 -1.41941
C -3.37700 -5.13576 -2.67361
C -2.97879 -3.85739 -3.03674
H -5.36682 -0.66709 -1.43311
H -7.49811 0.36590 -2.08968
H -7.68129 1.58369 -4.23412
H -5.72311 1.72613 -5.73530
H -3.60410 0.64084 -5.10894
H -3.74881 -2.22641 -0.17198
H -4.48460 -4.48546 0.45643
H -4.23270 -6.36047 -1.13721
H -3.26086 -5.95417 -3.37190
H -2.55660 -3.67897 -4.01677
C 0.51241 -1.02683 -1.29480
C 1.03792 -2.09740 -1.53500
C 1.59785 -3.40584 -1.67968
C 0.83098 -4.45745 -2.18322
C 1.36533 -5.73117 -2.27613
C 2.67057 -5.97378 -1.87223
C 3.43945 -4.93262 -1.37104
C 2.90938 -3.65773 -1.27209
H -0.18944 -4.26338 -2.48793
H 0.75908 -6.53917 -2.66363
H 3.08554 -6.96977 -1.94617
H 4.45767 -5.11425 -1.05239
H 3.50533 -2.84309 -0.88172
*
```

Summary:
- ΔE to the lowest compared entry with this formula, charge and spin (kcal per mole) = 0.0

No. 2
Here is a cluster of 11 separate species, C67H56Cl20NO in total at a distorted geometry from the OMol25 dataset. Energies are from ωB97M-V with the def2-TZVPD basis set.

Structure (ORCA input):
```
! RIJCOSX wB97M-V def2-TZVPD def2/J DEFGRID3
* xyz 1 1
O 2.36103 4.14920 -0.37262
C 2.45586 4.25443 -1.79893
C 3.24943 3.05972 -2.33332
C 2.94679 2.67123 -3.78445
C 3.34809 3.81504 -4.73952
C 2.13510 4.55789 -5.25072
N 1.32809 3.58950 -6.04101
C 0.75838 2.44676 -5.23938
C 1.48290 2.18911 -3.91189
H 1.49075 3.79528 -0.13364
H 1.43987 4.30351 -2.19420
H 2.96717 5.19866 -1.97323
H 4.30771 3.28577 -2.22795
H 3.03006 2.22130 -1.67602
H 3.58633 1.82091 -3.99975
H 3.83670 3.37218 -5.61139
H 4.08558 4.47894 -4.30412
H 1.55266 5.06939 -4.49208
H 2.47108 5.32140 -5.94993
H 0.57569 4.09697 -6.51033
H 1.90409 3.20169 -6.79012
H -0.28410 2.65534 -5.03072
H 0.81296 1.55262 -5.84967
H 1.50758 1.11006 -3.80444
H 0.90149 2.54121 -3.06745
Cl 5.01606 -1.85894 -6.79330
C 3.51628 -2.49757 -6.21558
C 2.85686 -1.93465 -5.13079
Cl 3.50134 -0.55315 -4.29841
C 1.66030 -2.47337 -4.68656
C 1.11963 -3.57392 -5.32261
C 1.77580 -4.14308 -6.40480
C 2.97174 -3.60748 -6.85055
H 1.15249 -2.03131 -3.83892
H 0.18807 -3.99600 -4.97064
H 1.35552 -5.00814 -6.89618
H 3.48782 -4.05192 -7.69016
Cl 2.21903 -6.85475 -4.48527
C 0.79584 -7.43020 -3.68212
C -0.45416 -7.37852 -4.28080
Cl -0.67042 -6.74891 -5.88119
C -1.56821 -7.84044 -3.59625
C -1.43571 -8.35470 -2.31755
C -0.18423 -8.40993 -1.72189
C 0.92857 -7.94817 -2.40249
H -2.54112 -7.79724 -4.06568
H -2.30277 -8.71223 -1.78253
H -0.07444 -8.81298 -0.72383
H 1.90505 -7.98782 -1.93969
Cl -2.27802 3.31478 -0.84055
C -2.02303 2.07639 0.34685
C -1.08316 1.07563 0.15925
Cl -0.10276 1.00992 -1.27195
C -0.90807 0.09750 1.12479
C -1.67213 0.11956 2.27865
C -2.61153 1.12444 2.46833
C -2.78622 2.10158 1.50268
H -0.17253 -0.67879 0.96841
H -1.53306 -0.64681 3.02872
H -3.20895 1.14816 3.36935
H -3.51576 2.88733 1.64288
Cl 1.15258 -2.40273 0.12033
C 2.38759 -3.56750 -0.22300
C 3.16682 -4.13734 0.77260
Cl 2.94746 -3.73676 2.43803
C 4.15485 -5.05425 0.43437
C 4.36074 -5.39986 -0.89284
C 3.57274 -4.82881 -1.88278
C 2.59174 -3.91821 -1.54462
H 4.76334 -5.49426 1.21296
H 5.13223 -6.11231 -1.15111
H 3.71676 -5.08492 -2.92208
H 1.98113 -3.47213 -2.31684
Cl 3.47595 8.24987 -0.04467
C 1.88364 7.85730 0.50897
C 1.18090 8.70780 1.34952
Cl 1.85394 10.20923 1.87731
C -0.08868 8.35748 1.78640
C -0.65888 7.16416 1.38073
C 0.04337 6.31592 0.53397
C 1.31207 6.66156 0.10090
H -0.63071 9.02198 2.44537
H -1.65231 6.89869 1.72846
H -0.39820 5.38105 0.21328
H 1.86304 6.00014 -0.55363
Cl -3.67193 8.09362 2.21675
C -4.56690 7.33720 3.48916
C -4.99173 6.02329 3.37558
Cl -4.63913 5.09254 1.95687
C -5.70860 5.43408 4.40502
C -5.99864 6.15826 5.54833
C -5.56928 7.47348 5.66436
C -4.85441 8.06161 4.63547
H -6.04031 4.40964 4.31087
H -6.55969 5.69625 6.34872
H -5.79133 8.04163 6.55691
H -4.51824 9.08520 4.72157
Cl -5.19229 -11.16863 -0.25138
C -5.70415 -9.51804 -0.24052
C -4.82483 -8.49026 0.06752
Cl -3.16544 -8.80768 0.44641
C -5.26679 -7.17584 0.07372
C -6.58521 -6.88484 -0.22878
C -7.46521 -7.91268 -0.54118
C -7.02517 -9.22538 -0.54634
H -4.57686 -6.37949 0.31776
H -6.92363 -5.85588 -0.21626
H -8.49668 -7.69074 -0.78018
H -7.70807 -10.02759 -0.78789
Cl -7.33394 -3.91435 1.20993
C -8.76407 -4.55336 1.94497
C -9.98320 -4.53391 1.28391
Cl -10.13297 -3.88142 -0.31029
C -11.11192 -5.04961 1.90309
C -11.02183 -5.58527 3.17602
C -9.79998 -5.60955 3.83420
C -8.67317 -5.09389 3.21851
H -12.06111 -5.03148 1.38657
H -11.90548 -5.98479 3.65410
H -9.72459 -6.03029 4.82730
H -7.71956 -5.11030 3.72711
Cl 2.54115 10.86206 5.76051
C 3.66144 9.54988 5.63592
C 4.32300 9.05565 6.75101
Cl 4.05543 9.71676 8.32547
C 5.22028 8.00686 6.61296
C 5.45406 7.45169 5.36687
C 4.78788 7.94406 4.25293
C 3.89353 8.99207 4.38781
H 5.73548 7.62600 7.48340
H 6.15612 6.63516 5.26593
H 4.96466 7.51276 3.27630
H 3.37209 9.37892 3.52013
Cl 9.12535 -4.65209 4.72471
C 8.40744 -3.42901 3.73903
C 7.03945 -3.39731 3.50661
Cl 5.98308 -4.57694 4.20328
C 6.49709 -2.40511 2.70323
C 7.31755 -1.44572 2.13554
C 8.68492 -1.47440 2.37144
C 9.22728 -2.46485 3.17132
H 5.43147 -2.38460 2.52411
H 6.88877 -0.67491 1.50953
H 9.32971 -0.72526 1.93264
H 10.29162 -2.49169 3.35702
*
```

No. 3
Here is a structure of composition C67H81N5O4PRbS from the OMol25 dataset. Energies are from ωB97M-V with the def2-TZVPD basis set.

Structure (ORCA input):
```
! RIJCOSX wB97M-V def2-TZVPD def2/J DEFGRID3
* xyz -2 1
Rb -0.15120 0.81969 1.11769
C -1.18859 1.62549 5.43657
N -0.08027 1.66854 4.49995
C 0.57654 2.96252 4.57338
C 0.89765 0.61920 4.74116
C 0.36814 -0.78114 4.45396
N 0.64342 -1.24426 3.10373
C 2.03407 -1.70331 3.02273
C 2.71167 -1.73026 1.67243
C 3.23306 -2.92420 1.20542
C 4.07665 -2.99292 0.09899
C 4.37689 -1.78023 -0.51961
C 3.89907 -0.55256 -0.08725
C 2.98686 -0.48192 1.02426
O 2.48596 0.61927 1.45449
C 4.37251 0.74053 -0.76230
C 5.41382 0.49601 -1.85874
C 3.17363 1.45279 -1.40313
C 5.02491 1.66177 0.28487
C 4.63268 -4.32136 -0.41859
C 5.96032 -4.14176 -1.16657
C 4.89085 -5.29686 0.73801
C 3.62016 -4.95987 -1.38025
C -0.35305 -2.29116 2.79086
C -0.07057 -3.25295 1.66982
C 0.21200 -4.57325 1.98199
C 0.34871 -5.55795 1.01047
C 0.19089 -5.14120 -0.31483
C -0.08506 -3.84032 -0.68869
C -0.27937 -2.82732 0.32241
O -0.62872 -1.62783 0.05820
C -0.22442 -3.46519 -2.16704
C 0.12360 -4.61754 -3.11143
C -1.67976 -3.05022 -2.43929
C 0.71558 -2.29069 -2.49300
C 0.52232 -7.04121 1.33050
C 0.80101 -7.28473 2.81611
C 1.68187 -7.65440 0.53327
C -0.78126 -7.77723 0.96762
H -0.84508 1.73454 6.48431
H -1.72969 0.68329 5.35503
H -1.88161 2.42868 5.20805
H -0.14395 3.75778 4.40786
H 1.34926 3.02698 3.80427
H 1.05389 3.11718 5.56045
H 1.25887 0.67325 5.78801
H 1.74579 0.80686 4.07783
H -0.71145 -0.79332 4.60342
H 0.79590 -1.48623 5.19240
H 2.13008 -2.70067 3.48893
H 2.61840 -1.00721 3.63367
H 2.97371 -3.82817 1.74704
H 5.04150 -1.79545 -1.37338
H 4.99676 -0.07412 -2.69349
H 6.28262 -0.03942 -1.46726
H 5.75514 1.45875 -2.24958
H 2.72236 0.81170 -2.16518
H 3.47794 2.39344 -1.87511
H 2.42982 1.66413 -0.63507
H 5.88362 1.15832 0.73882
H 4.30047 1.88806 1.06434
H 5.36982 2.59353 -0.17765
H 6.69838 -3.63785 -0.53758
H 5.83119 -3.55902 -2.07992
H 6.35836 -5.12005 -1.45263
H 5.57164 -4.85431 1.46920
H 5.33816 -6.22201 0.36047
H 3.96185 -5.55661 1.24633
H 3.47768 -4.31472 -2.25068
H 2.65686 -5.07187 -0.88435
H 3.96215 -5.94321 -1.72834
H -1.29134 -1.77112 2.55843
H -0.52907 -2.90180 3.69525
H 0.32685 -4.82634 3.03135
H 0.29805 -5.88879 -1.09420
H -0.55234 -5.46706 -2.97982
H 1.15087 -4.96020 -2.96088
H 0.02868 -4.27410 -4.14561
H -2.35311 -3.89984 -2.29017
H -1.80076 -2.68358 -3.46651
H -1.95048 -2.26357 -1.73922
H 1.75502 -2.56479 -2.29735
H 0.47187 -1.44182 -1.85595
H 0.62033 -2.00161 -3.54703
H 1.69392 -6.74545 3.14033
H 0.96016 -8.35197 2.99494
H -0.04112 -6.96110 3.43066
H 2.62626 -7.18551 0.81577
H 1.54671 -7.51350 -0.54004
H 1.75562 -8.72964 0.72930
H -1.61967 -7.31558 1.49259
H -0.73207 -8.83745 1.24292
H -0.97716 -7.70477 -0.10368
O -1.44206 5.01310 2.56202
S -2.74909 4.38342 2.63570
O -3.24238 4.20364 3.99028
N -2.79165 3.13594 1.67148
C -3.95167 2.39684 1.57485
C -5.11174 2.60377 2.32819
C -6.27634 1.85082 2.14864
C -6.34828 0.86515 1.20629
C -5.21420 0.60303 0.41159
C -5.23847 -0.38503 -0.59740
C -4.13766 -0.59543 -1.37137
C -2.99222 0.17655 -1.11722
N -2.92191 1.09149 -0.18684
C -4.00634 1.33756 0.58790
C -3.85594 5.59656 1.89052
C -4.90259 6.11645 2.63590
C -5.77304 7.03025 2.05924
C -5.58909 7.41959 0.73931
C -4.53372 6.90066 -0.00056
C -3.66326 5.98784 0.57414
H -5.10713 3.35461 3.09875
H -7.13780 2.06429 2.77254
H -7.25312 0.28945 1.04727
H -6.14609 -0.96364 -0.73281
H -4.13336 -1.34333 -2.15302
H -2.09321 0.02114 -1.70622
H -5.01075 5.79404 3.66342
H -6.59557 7.43572 2.63616
H -6.27003 8.13093 0.28682
H -4.39362 7.21148 -1.02869
H -2.82688 5.58431 0.01537
N 0.45309 4.13839 0.59465
C 0.09916 4.98556 -0.42054
C -0.00037 6.36541 -0.15747
C -0.28629 7.26306 -1.16193
C -0.48792 6.82404 -2.46987
C -0.43109 5.46837 -2.73541
C -0.14402 4.54043 -1.73508
P -0.32409 2.73436 -2.01990
C -2.01361 2.85076 -2.75883
C -2.40111 2.36235 -4.00082
C -3.73264 2.42772 -4.39764
C -4.68604 2.99169 -3.56668
C -4.30350 3.50453 -2.33256
C -2.98238 3.42707 -1.93230
C 0.71532 2.41882 -3.49667
C 1.65163 3.30456 -4.01928
C 2.47311 2.91709 -5.06914
C 2.37776 1.64090 -5.60259
C 1.46817 0.73881 -5.06735
C 0.65459 1.12160 -4.01488
H 0.08705 4.39945 1.50378
H 0.32126 3.15649 0.41808
H 0.13463 6.70214 0.86388
H -0.36662 8.31836 -0.92774
H -0.71090 7.53088 -3.25990
H -0.64564 5.10871 -3.73572
H -1.66621 1.93049 -4.66756
H -4.02097 2.02705 -5.36295
H -5.72518 3.02142 -3.87255
H -5.04201 3.94177 -1.66995
H -2.69716 3.78102 -0.94781
H 1.75033 4.29528 -3.59530
H 3.20120 3.61538 -5.46506
H 3.02490 1.34033 -6.41767
H 1.41080 -0.27175 -5.45366
H -0.01629 0.40165 -3.55728
*
```

Summary:
- ΔE to the lowest compared entry with this formula, charge and spin (kcal per mole) = 0.0

| no. | DFT total energy (a.u.) |
| --- | --- |
| 1 | -8905.86257 |
| 2 | -11920.34788 |
| 3 | -3940.22946 |